## A
63
Properties=species:S:1:pos:R:3:lowdin_charge:R:1 method="wB97M-V/def2-TZVPD" total_charge=0 homo_energy_ha=-0.279 homo_lumo_gap_ev=7.339
C -8.02 -1.91 0.65 -0.01
C -6.75 -2.90 0.56 -0.24
H -7.07 -3.77 0.92 0.08
H -6.49 -3.06 -0.48 0.13
C -5.73 -2.56 1.29 -0.22
N -5.23 -1.26 0.98 -0.17
C -4.39 -1.15 0.08 -0.23
C -4.09 0.36 -0.34 -0.13
C -4.92 0.95 0.69 -0.11
N -5.49 -0.04 1.45 0.02
H -5.04 2.16 1.04 0.17
C -3.27 1.11 -1.30 -0.07
N -1.80 0.29 -1.24 -0.07
C -1.15 0.74 0.19 -0.16
C -0.73 2.08 0.30 -0.29
H -1.67 2.71 0.59 0.16
H -0.20 1.98 1.45 0.19
C 0.17 2.53 -0.61 -0.25
C 1.68 2.00 -0.68 -0.62
O 1.96 1.18 -1.34 0.19
N 2.22 2.24 0.41 0.11
C 3.41 1.92 1.09 -0.08
C 4.06 2.55 2.12 -0.12
C 5.24 2.11 2.71 0.01
C 6.02 1.24 1.65 -0.04
C 5.58 0.47 0.76 -0.35
C 4.25 0.64 0.29 0.19
H 3.86 0.50 -0.60 0.02
C 6.17 -0.65 0.19 -0.10
C 7.01 -1.59 0.87 0.02
C 7.69 -2.42 0.08 -0.06
C 7.66 -2.64 -1.38 0.01
C 7.01 -1.63 -1.95 -0.19
C 6.24 -0.81 -1.34 -0.01
H 5.68 -0.02 -1.89 0.13
H 7.02 -1.51 -3.01 0.12
H 8.28 -3.38 -1.91 0.13
F 8.37 -3.43 1.11 -0.14
H 6.96 -1.50 1.90 0.10
H 6.89 0.92 2.35 0.13
H 5.80 2.47 3.57 0.09
H 3.36 3.29 2.82 0.15
H 1.73 2.89 1.13 0.18
C -0.50 2.21 -2.03 -0.19
C -1.05 0.97 -2.27 -0.30
H -1.31 0.72 -3.16 0.05
H 0.00 0.13 -2.16 0.21
H 0.40 2.41 -2.81 0.16
H -1.27 3.14 -2.27 0.16
H 0.26 3.72 -0.51 0.19
H -1.83 0.38 0.89 0.09
H -0.27 0.04 0.12 0.14
H -3.03 2.17 -1.11 0.11
H -3.47 0.75 -2.11 0.01
C -3.59 -2.22 -0.74 0.01
H -3.40 -2.88 0.01 0.03
H -2.84 -1.85 -1.43 0.05
H -4.49 -2.52 -1.55 0.14
H -4.95 -3.05 1.54 0.05
H -5.98 -2.16 2.74 0.25
H -7.69 -1.00 0.15 0.08
H -8.81 -2.27 -0.01 0.07
H -8.44 -1.81 1.50 0.00


## B
63
Properties=species:S:1:pos:R:3:lowdin_charge:R:1 method="wB97M-V/def2-TZVPD" total_charge=0 homo_energy_ha=-0.307 homo_lumo_gap_ev=8.952
C 3.17 -1.09 4.81 -0.07
H 2.93 -1.32 5.85 0.07
H 4.24 -0.97 4.71 0.08
H 2.68 -0.16 4.53 0.07
C 2.70 -2.24 3.91 -0.19
N 3.04 -2.01 2.53 -0.13
C 2.45 -1.18 1.64 -0.21
C 3.20 -1.28 0.47 -0.15
C 4.22 -2.21 0.77 -0.31
N 4.10 -2.62 2.02 0.12
C 5.31 -2.70 -0.11 -0.03
H 4.90 -3.18 -1.00 0.07
H 5.95 -1.88 -0.43 0.08
H 5.91 -3.43 0.43 0.08
C 3.01 -0.58 -0.83 -0.12
N 1.79 -0.97 -1.54 -0.20
C 1.58 -2.41 -1.63 -0.17
C 0.10 -2.67 -1.93 -0.11
H -0.01 -3.69 -2.29 0.12
H -0.48 -2.58 -1.01 0.12
C -0.46 -1.68 -2.97 -0.21
C -1.35 -0.59 -2.36 -0.44
O -2.46 -0.36 -2.80 0.07
N -0.77 0.06 -1.32 0.14
C -1.26 1.18 -0.66 -0.21
C -0.35 2.04 -0.05 -0.04
C -0.80 3.16 0.63 -0.07
C -2.15 3.44 0.71 -0.04
C -3.07 2.59 0.10 -0.17
C -2.62 1.46 -0.58 0.05
H -3.33 0.79 -1.04 0.11
C -4.52 2.87 0.17 -0.17
C -5.09 3.37 1.33 0.04
C -6.44 3.63 1.37 -0.27
C -7.26 3.42 0.27 -0.02
C -6.69 2.93 -0.89 -0.07
C -5.33 2.66 -0.94 -0.03
H -4.90 2.28 -1.86 0.12
H -7.30 2.76 -1.76 0.11
H -8.31 3.64 0.34 0.11
F -6.98 4.11 2.51 0.05
H -4.49 3.53 2.22 0.12
H -2.49 4.32 1.22 0.11
H -0.09 3.83 1.09 0.10
H 0.71 1.84 -0.12 0.10
H 0.20 -0.21 -1.14 0.09
C 0.69 -1.04 -3.77 -0.12
C 1.75 -0.38 -2.88 -0.18
H 2.74 -0.48 -3.38 0.12
H 1.55 0.69 -2.77 0.12
H 0.29 -0.30 -4.46 0.12
H 1.15 -1.83 -4.36 0.12
H -1.10 -2.21 -3.68 0.14
H 2.21 -2.86 -2.40 0.13
H 1.84 -2.86 -0.67 0.12
H 3.90 -0.76 -1.46 0.12
H 2.94 0.51 -0.67 0.13
C 1.24 -0.37 1.93 0.01
H 0.76 -0.70 2.84 0.08
H 0.53 -0.45 1.11 0.07
H 1.50 0.68 2.04 0.09
H 3.20 -3.16 4.19 0.12
H 1.62 -2.38 4.00 0.11


The structure with the greatest stability is B.


## A
15
Properties=species:S:1:pos:R:3:lowdin_charge:R:1 method="wB97M-V/def2-TZVPD" total_charge=+1 homo_energy_ha=-0.510 homo_lumo_gap_ev=9.763
C 0.42 0.65 0.01 -0.37
C 0.46 -0.75 0.62 -0.03
C -1.31 -0.35 -0.97 -0.62
C 1.31 1.78 0.37 0.00
N -0.44 0.81 -0.89 0.06
N -0.52 -1.51 -0.23 0.05
I -3.12 0.12 0.17 0.88
H 1.39 -1.38 0.57 0.17
H 0.05 -0.58 1.56 0.11
H -1.63 -0.75 -1.96 0.10
H 2.02 2.12 -0.43 0.12
H 1.89 1.58 1.27 0.08
H 0.55 2.58 0.67 0.13
H 0.06 -2.14 -0.80 0.18
H -1.15 -2.20 0.04 0.12


## B
15
Properties=species:S:1:pos:R:3:lowdin_charge:R:1 method="wB97M-V/def2-TZVPD" total_charge=+1 homo_energy_ha=-0.515 homo_lumo_gap_ev=8.755
C -0.41 -1.94 -0.26 -0.23
C -0.29 -0.56 -0.91 -0.19
C -1.60 0.78 0.57 -0.54
C 0.72 1.30 0.24 0.02
N -0.69 -2.43 0.86 0.13
N -0.48 0.53 -0.02 -0.24
I -3.41 0.04 -0.03 1.13
H -0.08 -2.78 -0.91 0.13
H 0.59 -0.37 -1.46 0.11
H -1.05 -0.35 -1.82 0.16
H -1.50 1.48 1.40 0.10
H 0.74 1.37 1.28 0.08
H 1.61 0.56 -0.07 0.16
H 0.89 2.31 -0.20 0.13
H -0.85 -1.81 1.67 0.06


The structure with the greatest stability is A.